No. 1
The molecule C4H8O2 at a distorted geometry. Source: the OMol25 dataset; level of theory: the ωB97M-V functional and the def2-TZVPD basis.

The value obtained for the total energy is -8370.26381 eV. For the relative energy (zero: lowest compared OMol25 entry of this formula, charge and spin), the calculation gives 291.19 kJ/mol. For the HOMO-LUMO gap, the calculation gives 10.645 eV. The SMILES is CO[C@H](C)C=O. As for the LUMO energy: 0.8 eV.

```
14
Properties=species:S:1:pos:R:3:nbo_charge:R:1
C -0.31 1.41 0.75 -0.302
O -1.16 0.66 -0.13 -0.515
C -0.34 -0.34 -0.70 0.005
C -0.38 -1.64 0.08 -0.638
C 1.04 0.34 -0.67 0.400
O 2.01 -0.03 -0.04 -0.559
H -0.53 1.20 1.78 0.188
H -0.41 2.47 0.49 0.195
H 0.79 1.05 0.75 0.239
H -0.64 -0.50 -1.75 0.194
H -0.08 -1.48 1.12 0.218
H -1.39 -2.06 0.06 0.223
H 0.31 -2.35 -0.37 0.222
H 1.05 1.27 -1.28 0.132
```



No. 2
C32H46BrN9O2PSSr as an isolated structure at a distorted geometry. Source: the OMol25 dataset; level of theory: the ωB97M-V functional and the def2-TZVPD basis.

The value obtained for the total energy is -142440.57654 eV. For the relative energy (zero: lowest compared OMol25 entry of this formula, charge and spin), the calculation gives 297.56 kJ/mol. Its total charge is -1. For the HOMO-LUMO gap, the calculation gives 4.142 eV. As for the LUMO energy: 1.9 eV.

```
93
Properties=species:S:1:pos:R:3:lowdin_charge:R:1
Sr 1.18 0.57 -1.06 1.277
Br 2.31 0.41 7.54 0.692
C 1.49 0.13 5.84 -0.699
C 1.26 1.21 5.00 -0.119
C 0.68 1.00 3.77 -0.028
C 0.30 -0.28 3.37 -0.273
C 0.54 -1.35 4.23 -0.031
C 1.13 -1.15 5.47 -0.135
N -0.23 -0.49 2.08 0.112
C -1.28 -1.20 1.93 -0.079
C -1.85 -1.50 0.62 -0.304
C -3.17 -1.94 0.55 -0.040
C -3.75 -2.12 -0.70 -0.074
C -2.97 -1.88 -1.82 -0.035
C -1.65 -1.48 -1.64 -0.145
N -1.11 -1.27 -0.45 0.099
H 1.56 2.21 5.31 0.099
H 0.53 1.82 3.07 0.075
H 0.28 -2.35 3.91 0.112
H 1.33 -1.98 6.13 0.098
H -1.85 -1.57 2.79 0.129
H -3.73 -2.09 1.47 0.105
H -4.79 -2.42 -0.79 0.105
H -3.36 -1.99 -2.82 0.115
H -1.00 -1.28 -2.48 0.079
C -3.48 1.14 -1.03 -0.088
C -3.16 1.11 -2.50 -0.256
C -4.23 1.02 -3.39 -0.128
C -4.06 0.95 -4.76 -0.167
C -2.75 0.95 -5.26 -0.117
C -1.66 1.03 -4.43 -0.249
C -0.27 1.01 -5.01 -0.101
C -1.78 1.13 -2.97 -0.456
N -0.69 1.14 -2.23 -0.273
H -3.75 2.14 -0.68 0.066
H -2.61 0.81 -0.46 0.040
H -4.33 0.48 -0.79 0.062
H -5.24 1.00 -2.97 0.092
H -4.91 0.89 -5.43 0.065
H -2.59 0.89 -6.33 0.087
H -0.30 0.96 -6.10 0.059
H 0.30 0.15 -4.63 0.051
H 0.29 1.90 -4.70 0.053
N 1.56 -1.77 -2.40 0.074
C 2.31 -2.66 -2.36 -0.403
N 3.12 -3.69 -2.37 0.049
C 4.07 -3.74 -1.47 -0.463
N 4.94 -3.81 -0.70 0.073
C 5.87 0.99 1.88 -0.111
N 4.44 1.33 2.04 -0.268
C 4.21 2.75 2.40 -0.074
P 3.25 0.51 1.21 0.558
O 1.93 1.21 1.24 -0.409
N 3.09 -1.05 1.78 -0.241
C 2.17 -1.84 0.87 -0.079
C 4.17 -1.80 2.43 -0.099
N 3.63 0.41 -0.48 -0.388
C 4.79 -0.40 -0.92 -0.098
C 3.65 1.78 -1.11 -0.138
H 6.39 1.06 2.84 0.088
H 6.36 1.67 1.19 0.081
H 5.99 -0.03 1.52 0.062
H 4.09 2.88 3.47 0.080
H 3.32 3.14 1.90 0.068
H 5.07 3.34 2.08 0.081
H 1.62 -0.99 0.49 -0.039
H 1.51 -2.54 1.36 0.101
H 2.77 -2.32 0.11 0.046
H 4.72 -1.15 3.10 0.069
H 4.85 -2.28 1.72 0.062
H 3.73 -2.59 3.04 0.085
H 4.96 -1.24 -0.25 0.044
H 5.71 0.20 -0.98 0.083
H 4.60 -0.83 -1.89 0.085
H 2.77 2.40 -0.84 0.025
H 3.67 1.69 -2.20 0.099
H 4.54 2.30 -0.74 0.088
C -1.81 5.38 -1.12 -0.126
C -0.94 4.16 -1.31 -0.403
S 0.53 4.20 -0.26 0.872
O 1.06 5.61 -0.33 -0.557
C -0.18 4.00 1.42 -0.375
C -1.33 3.03 1.56 -0.135
H -2.51 5.46 -1.96 0.077
H -1.22 6.29 -1.08 0.062
H -2.40 5.33 -0.20 0.063
H -0.53 4.09 -2.31 0.085
H -1.41 3.19 -1.15 0.037
H -0.42 5.02 1.73 0.089
H 0.67 3.66 2.01 0.050
H -2.24 3.40 1.12 0.061
H -1.52 2.84 2.62 0.076
H -1.09 2.07 1.10 0.057
```



No. 3
C28H28ClN5PRuS as an isolated structure. Source: the OMol25 dataset; level of theory: the ωB97M-V functional and the def2-TZVPD basis.

The value obtained for the total energy is -72144.19054 eV. For the relative energy (zero: lowest compared OMol25 entry of this formula, charge and spin), the calculation gives 0.00 kJ/mol. Its total charge is +3. For the HOMO-LUMO gap, the calculation gives 6.707 eV. As for the LUMO energy: -10.4 eV.

```
65
Properties=species:S:1:pos:R:3:nbo_charge:R:1
Ru 0.89 0.54 0.06 0.130
N 1.08 2.65 -0.09 -0.743
C -0.13 3.39 -0.50 0.225
C -0.05 4.69 -0.95 -0.231
C -1.22 5.35 -1.30 -0.114
C -2.46 4.72 -1.20 -0.173
C -2.53 3.41 -0.75 -0.129
C -1.36 2.74 -0.40 -0.525
P -1.31 1.08 0.19 1.590
C -2.76 0.12 -0.16 -0.524
C -3.48 -0.49 0.88 -0.158
C -4.63 -1.19 0.58 -0.192
C -5.09 -1.28 -0.73 -0.113
C -4.40 -0.64 -1.76 -0.213
C -3.23 0.05 -1.48 -0.111
C -0.79 1.02 1.91 -0.517
C -0.46 2.22 2.59 -0.089
C -0.05 2.19 3.90 -0.214
C 0.06 0.97 4.57 -0.084
C -0.27 -0.22 3.94 -0.202
C -0.70 -0.20 2.62 -0.150
H 1.83 2.88 -0.75 0.422
H 1.39 3.03 0.80 0.420
H 0.90 5.19 -1.03 0.249
H -1.17 6.37 -1.66 0.262
H -3.36 5.25 -1.47 0.263
H -3.49 2.92 -0.67 0.248
H -3.17 -0.39 1.91 0.231
H -5.20 -1.65 1.38 0.256
H -6.00 -1.81 -0.95 0.257
H -4.77 -0.68 -2.77 0.253
H -2.72 0.57 -2.28 0.227
H -0.59 3.17 2.09 0.228
H 0.17 3.11 4.42 0.264
H 0.38 0.95 5.61 0.263
H -0.22 -1.16 4.47 0.258
H -1.04 -1.12 2.17 0.214
C 0.53 -4.64 -0.92 -0.682
C 0.26 -3.44 -1.74 0.379
N -0.09 -3.40 -2.98 -0.177
N -0.19 -2.08 -3.30 -0.325
C 0.08 -1.29 -2.28 0.254
S 0.09 0.43 -2.18 0.140
N 0.36 -2.13 -1.27 -0.218
N 0.71 -1.67 0.01 -0.552
H 0.23 -5.52 -1.50 0.300
H -0.04 -4.63 0.01 0.245
H 1.59 -4.72 -0.69 0.259
H -0.44 -1.81 -4.24 0.464
H 1.62 -2.07 0.25 0.434
H 0.02 -2.03 0.67 0.412
Cl 2.70 0.24 1.82 0.106
C 3.59 -0.91 0.77 0.070
C 4.34 -1.93 1.33 -0.256
C 4.91 -2.85 0.45 -0.158
C 4.71 -2.73 -0.92 -0.177
C 3.96 -1.69 -1.45 -0.181
C 3.40 -0.73 -0.60 -0.177
C 2.70 0.50 -1.02 -0.428
H 4.47 -2.01 2.40 0.264
H 5.51 -3.65 0.85 0.262
H 5.16 -3.46 -1.59 0.258
H 3.85 -1.58 -2.52 0.244
H 2.75 0.75 -2.08 0.253
H 3.16 1.33 -0.47 0.210
```



No. 4
A 2-piece molecular cluster, C2H8N2O overall at a distorted geometry. Source: the OMol25 dataset; level of theory: the ωB97M-V functional and the def2-TZVPD basis.

The value obtained for the total energy is -7226.05038 eV. For the relative energy (zero: lowest compared OMol25 entry of this formula, charge and spin), the calculation gives 605.68 kJ/mol. For the HOMO-LUMO gap (alpha / beta), the calculation gives 8.737 / 6.234 eV. As for the LUMO energy (alpha / beta): 0.9 / 0.4 eV.

```
13
Properties=species:S:1:pos:R:3:nbo_charge:R:1
C 0.94 -0.09 -0.77 -0.367
C 0.83 0.37 0.62 -0.231
N -0.28 -0.86 -0.98 -0.229
N -1.16 1.11 0.67 -0.993
O 0.12 -2.22 -0.67 -0.601
H -0.72 -2.68 -0.65 0.468
H -1.39 0.31 0.04 0.419
H -1.60 1.02 1.58 0.375
H -1.38 2.01 0.26 0.371
H 1.85 -0.67 -0.97 0.204
H 0.94 0.75 -1.47 0.207
H 0.69 -0.40 1.37 0.190
H 1.16 1.34 0.97 0.185
```



No. 5
A 2-piece molecular cluster, C2H3NO3 overall at a distorted geometry. Source: the OMol25 dataset; level of theory: the ωB97M-V functional and the def2-TZVPD basis.

The value obtained for the total energy is -9751.20146 eV. For the relative energy (zero: lowest compared OMol25 entry of this formula, charge and spin), the calculation gives 471.61 kJ/mol. For the HOMO-LUMO gap, the calculation gives 10.204 eV. The SMILES is O=C=NO.C=O. As for the LUMO energy: 0.3 eV.

```
9
Properties=species:S:1:pos:R:3:nbo_charge:R:1
O -1.13 2.21 1.39 -0.481
C -0.91 1.07 1.34 0.795
N -0.77 -0.03 0.84 -0.309
O -0.67 -1.32 1.51 -0.516
H -0.46 -1.97 0.71 0.508
C 1.02 -0.06 -1.45 0.322
O 0.85 -1.05 -0.83 -0.510
H 0.38 0.38 -2.27 0.091
H 1.68 0.76 -1.24 0.101
```



No. 6
An isolated ion of composition C8H11Cl2N2O2 and charge +1 at a distorted geometry. Source: the OMol25 dataset; level of theory: the ωB97M-V functional and the def2-TZVPD basis.

The value obtained for the total energy is -40582.19766 eV. For the relative energy (zero: lowest compared OMol25 entry of this formula, charge and spin), the calculation gives 76.94 kJ/mol. Its total charge is +1. For the HOMO-LUMO gap, the calculation gives 8.924 eV. The SMILES is C[C@]1([NH3+])C(Cl)=CC([N+](=O)[O-])=C[C@@]1(C)Cl. As for the LUMO energy: -4.5 eV.

```
25
Properties=species:S:1:pos:R:3:nbo_charge:R:1
C 0.09 0.30 -1.88 -0.656
C -0.73 -0.06 -0.61 0.166
N -2.14 -0.26 -0.86 -0.804
C -0.86 1.52 0.23 -0.035
Cl -2.15 2.41 -0.32 0.128
C 0.13 1.85 1.01 -0.303
C 1.15 0.89 1.25 0.067
N 2.37 1.40 1.96 0.527
O 2.29 2.57 2.32 -0.345
O 3.30 0.63 2.05 -0.328
C 1.16 -0.40 0.95 -0.164
C -0.04 -1.07 0.34 -0.049
C 0.19 -2.39 -0.26 -0.686
Cl -1.24 -1.11 1.74 -0.027
H 0.34 -0.71 -2.38 0.237
H 0.98 0.87 -1.49 0.269
H -0.61 0.90 -2.57 0.235
H -2.31 -0.96 -1.63 0.464
H -2.56 0.68 -1.25 0.446
H -2.42 -0.21 0.15 0.486
H 0.42 2.74 1.59 0.308
H 2.10 -0.97 1.12 0.291
H 0.45 -3.23 0.45 0.281
H 0.85 -2.58 -1.10 0.271
H -0.74 -2.79 -0.80 0.224
```